Here is a structure of composition C49H59GeIN2O5SSn from the OMol25 dataset. Energies are from ωB97M-V with the def2-TZVPD basis set.

Calculated values
- E: -5375.50419 Ha
- HOMO energy: -1.80 eV
- E_LUMO: 3.77 eV
- 2S+1: 1
- Total charge: -2
- ΔE to the lowest compared entry with this formula, charge and spin: 38.7 kJ/mol

Cartesian coordinates (Å):
Sn 1.988 1.567 1.233
C -7.118 0.677 -1.414
C -5.713 1.066 -1.882
C -5.750 2.535 -2.327
C -5.357 0.165 -3.073
C -4.654 0.876 -0.794
C -3.344 1.257 -1.056
C -2.291 0.999 -0.157
N -0.951 1.211 -0.480
C -0.511 2.089 -1.534
C -0.808 1.856 -2.871
C -0.409 2.744 -3.871
C 0.282 3.881 -3.463
C 0.657 4.125 -2.150
C 0.328 3.171 -1.140
O 0.775 3.263 0.075
C 1.408 5.409 -1.777
C 0.592 6.176 -0.720
C 1.608 6.338 -2.976
C 2.796 5.072 -1.210
C -0.772 2.493 -5.336
C -0.095 3.491 -6.278
C -0.344 1.080 -5.760
C -2.289 2.628 -5.522
C -2.697 0.509 1.122
O -1.787 0.553 2.175
C -4.002 0.111 1.406
C -4.961 0.262 0.410
C -4.393 -0.481 2.773
C -5.877 -0.860 2.809
C -4.169 0.527 3.920
C -3.570 -1.752 3.038
H -7.828 0.835 -2.230
H -7.435 1.285 -0.563
H -7.165 -0.377 -1.129
H -6.495 2.674 -3.118
H -4.782 2.863 -2.708
H -6.014 3.177 -1.483
H -6.099 0.268 -3.873
H -5.327 -0.881 -2.757
H -4.379 0.414 -3.475
H -3.102 1.740 -1.986
H -1.347 0.948 -3.118
H 0.564 4.608 -4.215
H -0.382 6.462 -1.127
H 1.123 7.084 -0.409
H 0.436 5.545 0.152
H 0.654 6.636 -3.422
H 2.225 5.866 -3.746
H 2.123 7.243 -2.641
H 2.701 4.461 -0.316
H 3.335 5.992 -0.954
H 3.385 4.510 -1.939
H 0.991 3.467 -6.159
H -0.443 4.511 -6.093
H -0.333 3.237 -7.315
H 0.733 0.953 -5.634
H -0.598 0.906 -6.812
H -0.843 0.315 -5.163
H -2.625 3.621 -5.213
H -2.815 1.893 -4.919
H -2.572 2.473 -6.571
H -5.971 -0.069 0.596
H -6.509 0.025 2.699
H -6.103 -1.321 3.773
H -6.132 -1.578 2.026
H -4.519 1.521 3.633
H -3.124 0.598 4.200
H -4.727 0.206 4.805
H -3.775 -2.506 2.275
H -3.825 -2.168 4.018
H -2.502 -1.541 3.023
I 4.181 1.370 -0.544
O -0.928 1.968 3.479
N -1.669 1.898 2.595
S 0.261 0.037 -0.032
O 2.611 0.422 4.156
C 2.351 -0.554 3.448
O 2.723 -0.723 2.219
C 1.469 -1.678 4.016
C 1.275 -2.827 3.021
Ge 3.042 -3.358 2.299
C 3.049 -5.369 2.542
C 4.204 -6.069 2.905
C 4.195 -7.447 3.088
C 3.020 -8.165 2.911
C 1.861 -7.495 2.539
C 1.884 -6.117 2.356
C 3.516 -3.185 0.406
C 2.825 -2.362 -0.474
C 3.234 -2.226 -1.793
C 4.342 -2.925 -2.250
C 5.040 -3.759 -1.383
C 4.629 -3.884 -0.063
C 4.600 -2.846 3.394
C 4.762 -3.306 4.699
C 5.832 -2.882 5.480
C 6.753 -1.984 4.961
C 6.602 -1.515 3.661
C 5.536 -1.945 2.885
H 0.522 -1.197 4.275
H 1.924 -2.031 4.945
H 0.654 -2.473 2.193
H 0.780 -3.684 3.484
H 5.128 -5.519 3.057
H 5.106 -7.963 3.376
H 3.005 -9.239 3.060
H 0.940 -8.048 2.396
H 0.971 -5.607 2.060
H 1.970 -1.803 -0.121
H 2.697 -1.555 -2.452
H 4.671 -2.813 -3.277
H 5.910 -4.303 -1.733
H 5.183 -4.528 0.615
H 4.041 -4.005 5.114
H 5.940 -3.245 6.496
H 7.585 -1.648 5.569
H 7.303 -0.795 3.255
H 5.403 -1.548 1.884


Here is a structure of composition C49H59IN6O3Pb in a non-equilibrium geometry from the OMol25 dataset. Energies are from ωB97M-V with the def2-TZVPD basis set.

Calculated values
- E: -2947.05966 Ha
- HOMO energy (alpha / beta): -2.44 / -2.44 eV
- E_LUMO (alpha / beta): 2.11 / 0.03 eV
- 2S+1: 1
- Total charge: -2
- ΔE to the lowest compared entry with this formula, charge and spin: 0.0 kJ/mol

Cartesian coordinates (Å):
Pb 3.513 -7.882 -1.302
C 7.050 -1.345 -1.213
C 6.023 -1.244 -2.369
C 6.953 -0.631 -3.373
C 4.832 -0.309 -2.127
C 5.521 -2.741 -2.619
C 5.279 -3.681 -1.581
C 4.410 -4.863 -1.751
N 4.069 -5.776 -0.726
C 3.842 -5.305 0.622
C 3.623 -3.928 0.897
C 3.309 -3.542 2.161
C 3.309 -4.430 3.175
C 3.541 -5.790 2.956
C 3.776 -6.268 1.664
O 4.067 -7.447 1.317
C 3.765 -6.725 4.168
C 2.872 -7.865 4.258
C 5.178 -7.315 3.990
C 3.809 -6.027 5.545
C 2.882 -2.048 2.370
C 3.104 -1.608 3.809
C 3.764 -1.101 1.464
C 1.393 -1.890 1.977
C 4.298 -5.357 -3.068
O 3.760 -6.554 -3.285
C 4.353 -4.411 -4.074
C 5.000 -3.139 -3.927
C 3.730 -4.701 -5.461
C 4.426 -5.956 -6.115
C 2.250 -4.969 -5.274
C 4.004 -3.602 -6.549
H 7.417 -0.318 -1.034
H 6.419 -1.545 -0.365
H 7.740 -2.090 -1.497
H 7.389 0.289 -2.919
H 7.748 -1.369 -3.669
H 6.307 -0.408 -4.231
H 4.984 0.721 -1.792
H 4.266 -0.211 -3.028
H 4.213 -0.850 -1.340
H 5.871 -3.478 -0.696
H 3.490 -3.251 0.009
H 3.183 -4.057 4.171
H 2.817 -8.317 3.168
H 3.076 -8.744 4.818
H 1.859 -7.616 4.565
H 5.388 -7.735 2.954
H 5.962 -6.505 4.150
H 5.378 -8.059 4.743
H 2.850 -5.900 5.923
H 4.259 -6.642 6.302
H 4.484 -5.151 5.514
H 3.817 -2.168 4.337
H 3.516 -0.618 3.863
H 2.202 -1.555 4.416
H 4.573 -0.769 2.107
H 4.331 -1.711 0.784
H 3.317 -0.332 0.864
H 1.133 -1.035 1.249
H 1.094 -2.831 1.487
H 0.753 -1.632 2.875
H 5.009 -2.390 -4.694
H 4.275 -6.774 -5.504
H 4.009 -5.984 -7.117
H 5.529 -5.762 -6.151
H 2.187 -5.648 -4.455
H 1.773 -3.991 -5.130
H 1.754 -5.289 -6.170
H 5.029 -3.622 -6.945
H 3.240 -3.723 -7.370
H 3.704 -2.610 -6.119
C -1.476 5.408 0.842
C -2.992 5.498 0.619
C -3.801 5.081 1.689
C -5.306 4.984 1.381
C -5.892 5.754 0.390
N -7.254 5.796 -0.023
C -8.304 5.734 0.778
C -9.274 4.871 0.228
C -10.203 4.321 0.995
C -10.248 4.501 2.446
C -11.278 3.856 3.290
C -9.509 5.551 2.926
C -8.410 6.153 2.112
N -7.650 7.152 2.663
C -7.307 8.240 1.918
C -6.447 8.987 2.787
C -6.228 8.048 3.794
N -6.957 6.950 3.782
C -5.005 6.377 -0.490
C -3.579 6.102 -0.461
N -5.393 7.326 -1.598
C -6.498 7.253 -2.281
C -6.367 8.214 -3.433
C -4.926 8.755 -3.272
N -4.505 8.212 -2.130
H -1.055 5.676 -0.087
H -1.399 4.267 0.791
H -1.017 5.809 1.721
H -3.485 4.855 2.757
H -5.881 4.187 1.965
H -9.003 4.597 -0.799
H -10.580 3.247 0.620
H -11.306 2.849 3.086
H -12.302 4.371 3.366
H -11.031 3.771 4.360
H -9.330 5.812 3.964
H -7.751 8.314 0.878
H -5.831 9.786 2.597
H -5.444 8.070 4.636
H -2.967 6.500 -1.364
H -7.184 6.444 -2.001
H -7.148 8.579 -4.125
H -4.428 9.644 -3.746
H 1.606 -7.792 -1.170
I -12.028 -0.657 -12.022
O -2.257 10.375 0.826
C -3.419 10.300 1.160


Here is a structure of composition C49H59N9O5RbS from the OMol25 dataset. Energies are from ωB97M-V with the def2-TZVPD basis set.

Calculated values
- E: -3193.90725 Ha
- HOMO energy: -3.49 eV
- E_LUMO: 1.39 eV
- 2S+1: 1
- Total charge: -1
- ΔE to the lowest compared entry with this formula, charge and spin: 152.6 kJ/mol

Cartesian coordinates (Å):
Rb 0.463 -0.305 0.080
C -2.209 -6.535 -4.499
C -1.845 -5.439 -3.536
C -2.610 -5.121 -2.463
C -2.227 -4.093 -1.546
C -2.935 -3.712 -0.426
N -4.194 -3.984 -0.079
C -5.268 -4.257 -1.021
C -6.517 -3.462 -0.650
C -6.235 -1.983 -0.375
N -5.290 -1.446 -1.332
C -4.802 -0.142 -1.071
C -3.778 0.307 -2.052
C -4.041 0.320 -3.409
C -3.090 0.696 -4.349
C -3.406 0.743 -5.821
C -1.855 1.107 -3.859
C -1.556 1.133 -2.504
C -0.338 1.814 -2.030
N 0.879 1.683 -2.374
C 1.274 0.601 -3.262
C 2.606 0.010 -2.783
C 2.778 -1.453 -3.179
N 1.705 -2.223 -2.569
C 1.026 -2.981 -3.315
C -0.181 -3.722 -2.916
C -0.647 -4.689 -3.752
C -0.969 -3.351 -1.732
O -0.654 -2.429 -0.980
C -2.501 0.682 -1.520
O -2.224 0.638 -0.276
H -3.161 -6.993 -4.229
H -1.451 -7.321 -4.514
H -2.299 -6.151 -5.518
H -3.512 -5.691 -2.273
H -2.399 -3.070 0.265
H -4.488 -3.570 0.790
H -5.497 -5.326 -1.064
H -4.913 -3.947 -2.004
H -7.002 -3.900 0.227
H -7.229 -3.561 -1.473
H -5.779 -1.865 0.614
H -7.181 -1.431 -0.337
H -5.611 -1.527 -2.290
H -4.379 -0.089 -0.067
H -5.041 0.062 -3.751
H -4.301 0.161 -6.047
H -2.587 0.339 -6.421
H -3.589 1.766 -6.163
H -1.105 1.470 -4.557
H -0.527 2.549 -1.242
H 1.389 0.991 -4.280
H 0.502 -0.176 -3.306
H 2.674 0.058 -1.692
H 3.444 0.612 -3.144
H 3.729 -1.813 -2.776
H 2.794 -1.586 -4.273
H 1.289 -3.106 -4.379
H -0.073 -4.906 -4.650
C 0.488 0.443 3.915
C -0.937 0.468 3.326
N -1.269 -0.696 2.531
C -1.313 -1.980 3.179
C -0.445 -3.078 2.538
N 0.918 -2.679 2.276
C 1.757 -2.332 3.404
C 2.427 -0.963 3.264
N 1.503 0.098 2.965
H 0.652 1.425 4.389
H 0.515 -0.278 4.740
H -1.635 0.619 4.172
H -1.038 1.331 2.662
H -1.976 -0.509 1.831
H -0.997 -1.851 4.218
H -2.336 -2.386 3.244
H -0.526 -3.960 3.203
H -0.873 -3.369 1.577
H 1.369 -3.266 1.592
H 1.143 -2.346 4.309
H 2.545 -3.079 3.578
H 3.012 -0.796 4.191
H 3.139 -0.986 2.436
H 1.935 0.832 2.405
N -1.292 4.008 1.993
C -2.405 3.608 1.277
C -2.526 3.924 -0.079
C -3.624 3.509 -0.804
C -4.649 2.820 -0.169
C -4.568 2.544 1.190
C -3.455 2.929 1.907
S -6.048 2.310 -1.092
O -6.045 0.735 -0.988
O -7.253 2.687 -0.408
O -5.875 2.726 -2.453
H -1.127 3.520 2.859
H -0.442 4.159 1.465
H -1.732 4.475 -0.569
H -3.700 3.711 -1.863
H -5.383 2.026 1.681
H -3.385 2.700 2.964
N 3.012 0.954 0.635
C 3.745 1.918 0.338
C 3.326 3.349 0.627
C 2.167 3.845 0.027
C 1.709 5.121 0.323
C 2.385 5.915 1.244
C 3.539 5.430 1.841
C 4.015 4.164 1.518
C 5.085 1.768 -0.371
C 5.654 0.497 -0.446
C 6.836 0.283 -1.133
C 7.477 1.341 -1.771
C 6.919 2.608 -1.710
C 5.735 2.820 -1.011
H 1.655 3.212 -0.690
H 0.823 5.508 -0.171
H 2.019 6.905 1.485
H 4.076 6.042 2.557
H 4.929 3.798 1.974
H 5.113 -0.308 0.038
H 7.265 -0.712 -1.178
H 8.401 1.175 -2.313
H 7.404 3.438 -2.210
H 5.306 3.814 -0.977


Here is a structure of composition C49H61BrMoN8O5S from the OMol25 dataset. Energies are from ωB97M-V with the def2-TZVPD basis set.

Calculated values
- E: -5758.01605 Ha
- HOMO energy (alpha / beta): -11.93 / -11.83 eV
- E_LUMO (alpha / beta): -6.10 / -6.20 eV
- 2S+1: 3
- Total charge: +2
- ΔE to the lowest compared entry with this formula, charge and spin: 41.9 kJ/mol

Cartesian coordinates (Å):
Mo -0.432 -0.619 -0.096
C -3.667 -5.347 2.776
C -2.941 -5.493 1.433
C -2.775 -4.181 0.733
C -3.560 -3.630 -0.239
C -4.804 -4.189 -0.851
C -6.075 -3.655 -0.179
C -3.019 -2.331 -0.520
N -1.895 -2.085 0.263
C -1.762 -3.213 1.041
C -0.803 -3.390 2.022
C 0.124 -2.452 2.392
C 1.038 -2.609 3.496
C 1.115 -3.815 4.376
C 0.095 -3.763 5.520
C 1.721 -1.437 3.611
C 1.228 -0.569 2.572
C 1.626 0.731 2.396
C 1.059 1.628 1.504
N 0.059 1.324 0.617
C -0.174 2.512 -0.067
C -1.103 2.685 -1.058
C -2.000 1.725 -1.494
N -2.038 0.435 -1.013
C -3.172 -0.115 -1.567
C -3.597 -1.418 -1.361
C -3.839 0.826 -2.411
C -3.091 1.977 -2.383
C -3.388 3.293 -3.029
C -4.171 4.230 -2.103
C -5.145 0.590 -3.100
C -6.334 0.665 -2.136
C 0.690 3.554 0.418
C 1.443 3.008 1.412
C 2.470 3.668 2.271
C 1.936 4.023 3.663
C 0.698 4.961 -0.087
C -0.388 5.827 0.562
N 0.274 -1.209 1.802
C 2.728 -1.042 4.643
C 2.129 -0.154 5.741
H -3.762 -6.314 3.269
H -4.668 -4.939 2.634
H -3.130 -4.675 3.448
H -3.499 -6.174 0.789
H -1.964 -5.958 1.586
H -4.783 -5.276 -0.769
H -4.826 -3.966 -1.921
H -6.094 -3.920 0.878
H -6.963 -4.075 -0.649
H -6.136 -2.567 -0.246
H -0.812 -4.326 2.563
H 2.124 -3.893 4.785
H 0.961 -4.719 3.783
H 0.277 -2.901 6.162
H 0.158 -4.661 6.132
H -0.923 -3.681 5.135
H 2.401 1.108 3.049
H -1.167 3.665 -1.514
H -4.500 -1.725 -1.874
H -3.960 3.122 -3.942
H -2.458 3.773 -3.342
H -5.132 3.792 -1.830
H -4.361 5.185 -2.591
H -3.622 4.421 -1.179
H -5.135 -0.385 -3.595
H -5.271 1.329 -3.892
H -6.242 -0.072 -1.336
H -7.269 0.481 -2.663
H -6.395 1.649 -1.670
H 2.815 4.571 1.769
H 3.344 3.017 2.358
H 1.096 4.715 3.592
H 2.713 4.493 4.263
H 1.585 3.137 4.196
H 0.576 4.963 -1.173
H 1.680 5.395 0.102
H -1.382 5.414 0.381
H -0.363 6.842 0.168
H -0.245 5.878 1.642
H 3.566 -0.530 4.164
H 3.142 -1.944 5.094
H 1.725 0.773 5.331
H 2.888 0.105 6.478
H 1.317 -0.667 6.256
O -0.582 -3.840 -5.657
C -0.539 -3.101 -4.556
C -1.068 -1.815 -4.443
C -0.974 -1.165 -3.239
N -0.394 -1.679 -2.136
C 0.132 -2.909 -2.280
Br 1.002 -3.693 -0.806
C 0.084 -3.648 -3.435
H -1.031 -3.389 -6.384
H -1.555 -1.326 -5.276
H -1.386 -0.172 -3.149
H 0.520 -4.635 -3.482
C 7.170 3.944 -0.346
C 5.841 4.034 -1.082
S 4.938 2.483 -1.043
O 3.583 2.731 -0.593
O 5.710 1.476 -0.361
C 4.807 1.975 -2.763
C 4.488 0.485 -2.879
N 3.556 -0.030 -1.867
C 2.237 0.218 -1.806
N 1.698 -0.392 -0.748
C 2.723 -1.026 -0.088
C 3.864 -0.816 -0.776
N 5.138 -1.405 -0.445
O 5.240 -1.811 0.690
O 5.972 -1.510 -1.319
C 1.559 1.164 -2.723
H 7.668 4.911 -0.400
H 7.821 3.194 -0.790
H 7.024 3.689 0.701
H 5.972 4.299 -2.132
H 5.158 4.756 -0.637
H 5.770 2.152 -3.242
H 4.060 2.617 -3.228
H 5.397 -0.094 -2.779
H 4.058 0.281 -3.858
H 2.592 -1.615 0.801
H 1.916 1.045 -3.747
H 1.783 2.179 -2.386
H 0.481 1.030 -2.704